Entry 1:
C3H11N | wB97M-V/def2-TZVPD

Last column: Löwdin spin population.
Atoms and positions in Å:
1 N -0.0241 -0.8288 -0.3641  0.021
2 C -0.9261 -0.6967 0.7940  0.253
3 C -0.3971 -0.1902 -1.6550  0.226
4 C 1.2861 1.4875 1.0445  0.126
5 H 2.0394 0.6827 1.2968  0.014
6 H 0.2668 -0.6189 -2.3778  0.036
7 H 1.1276 1.7903 0.0247  0.017
8 H 0.3739 1.2465 1.6601  0.018
9 H -1.4456 -0.3119 -2.0881  0.051
10 H 1.6426 2.3346 1.5615  0.013
11 H -2.0243 -1.2227 0.7826  0.071
12 H -1.1177 0.4045 1.0513  0.032
13 H 0.1199 -1.8239 -0.6057  0.044
14 H -0.3689 -1.2310 1.6992  0.052
15 H -0.2226 0.9477 -1.5569  0.026

Results
Multiplicity: 2
Calculated total energy, eV: -4776.4545
LUMO level (spin up / spin down), Eh: 0.16223 / 0.16316
Kohn-Sham gap (spin up / spin down), eV: 2.925 / 9.321
Total charge: -1
HOMO energy (spin up / spin down), eV: 1.489 / -4.881

Entry 2:
C3H11N | wB97M-V/def2-TZVPD

Last column: natural (NBO) charge in e.
Atoms and positions in Å:
1 N -1.5807 -0.6112 0.8861  -0.872
2 C 1.5504 -0.2079 0.3763  -0.601
3 C -2.0023 0.5389 0.1072  -0.406
4 C 1.5062 0.0461 -1.1175  -0.610
5 H -3.0174 0.8206 0.3902  0.187
6 H 1.0168 0.5655 0.9248  0.212
7 H 1.2711 -1.3700 0.5839  0.189
8 H 0.4943 -0.0568 -1.5068  0.198
9 H 2.5697 -0.1961 0.7509  0.203
10 H -1.3585 1.4179 0.2451  0.157
11 H 2.1278 -0.6717 -1.6487  0.204
12 H -2.0014 0.2671 -0.9487  0.191
13 H 1.8562 1.0546 -1.3415  0.204
14 H -1.5456 -0.4065 1.8802  0.369
15 H -0.8866 -1.1904 0.4184  0.376

Results
Multiplicity: 1
SMILES: CC.CN
Calculated total energy, eV: -4778.7045
LUMO level, Eh: 0.04077
Kohn-Sham gap, eV: 9.788
Total charge: 0
HOMO energy, eV: -8.679

Entry 3:
C3H11N2 | wB97M-V/def2-TZVPD

Last column: Löwdin spin population.
Atoms and positions in Å:
1 N 0.5450 0.6468 2.3840  0.165
2 N 0.0702 -1.4493 1.4351  0.188
3 C 0.5748 0.2026 -2.1026  0.002
4 C -0.8580 0.5220 -1.6008  0.007
5 C -0.2682 -0.1311 1.5471  0.549
6 H -0.4464 -2.1105 0.8855  0.004
7 H 0.5512 -0.7232 -2.7000  0.000
8 H 0.6038 -1.8761 2.1786  0.018
9 H -1.3064 -0.3940 -1.1879  0.000
10 H -1.5385 0.8042 -2.4029  0.001
11 H 1.1530 0.1496 3.0062  0.010
12 H -0.7970 1.2288 -0.7976  0.003
13 H 0.6733 1.6129 2.1698  0.010
14 H 1.2245 0.0521 -1.2425  0.001
15 H -1.0966 0.4492 1.1712  0.040
16 H 0.9154 1.0160 -2.7432  0.000

Results
Multiplicity: 2
Calculated total energy, eV: -6267.3782
LUMO level (spin up / spin down), Eh: 0.04224 / 0.03989
Kohn-Sham gap (spin up / spin down), eV: 6.039 / 10.239
Total charge: 0
HOMO energy (spin up / spin down), eV: -4.890 / -9.154

Entry 4:
C3H11N2 | wB97M-V/def2-TZVPD

Last column: natural (NBO) charge in e.
Atoms and positions in Å:
1 N 0.7157 0.1058 1.2792  -0.733
2 N -0.0792 -0.2920 -1.1893  -0.538
3 C -0.2324 -1.3899 -1.8655  0.021
4 C -0.0851 -0.0666 2.6930  -0.431
5 C -0.2666 1.0074 -1.9869  -0.468
6 H -0.1751 0.8117 3.3195  0.245
7 H 0.2435 -0.9111 3.3238  0.250
8 H -1.3267 1.1966 -2.3563  0.242
9 H -0.6837 -2.3030 -1.4375  0.204
10 H 0.0135 -1.2898 -2.9018  0.173
11 H 0.0082 1.8212 -1.2479  0.189
12 H 0.8541 -0.9246 1.0940  0.458
13 H -1.1488 -0.1566 2.3514  0.238
14 H 1.5050 0.7242 1.4741  0.438
15 H 0.3907 1.1397 -2.9543  0.225
16 H 0.2667 0.5272 0.4046  0.487

Results
Multiplicity: 1
Calculated total energy, eV: -6260.6175
LUMO level, Eh: -0.12192
Kohn-Sham gap, eV: 10.514
Total charge: +1
HOMO energy, eV: -13.832

Entry 5:
C3H11N2 | wB97M-V/def2-TZVPD

Last column: natural (NBO) charge in e.
Atoms and positions in Å:
1 N -1.1738 0.5454 2.2467  -1.086
2 N -0.9868 0.0075 -0.5783  -0.725
3 C 1.2648 -1.2128 -0.4682  -0.682
4 C 0.8921 0.9173 -1.7364  -0.353
5 C 0.4240 -0.0477 -0.9689  0.120
6 H 0.2331 1.5704 -2.3005  0.219
7 H -0.4857 -0.1217 2.5764  0.384
8 H 1.3741 -1.2306 0.6238  0.229
9 H -1.9754 0.4796 2.8687  0.399
10 H -1.4894 0.7637 -1.0214  0.438
11 H 2.3140 -1.2045 -0.8261  0.267
12 H 0.9199 -2.2209 -0.7242  0.247
13 H -1.0296 0.1781 0.4850  0.477
14 H 1.9965 0.9854 -1.8441  0.246
15 H -0.8542 1.4694 2.4749  0.389
16 H -1.4234 -0.8786 -0.8074  0.431

Results
Multiplicity: 1
Calculated total energy, eV: -6262.8902
LUMO level, Eh: -0.11646
Kohn-Sham gap, eV: 11.284
Total charge: +1
HOMO energy, eV: -14.453

Entry 6:
C3H11N2 | wB97M-V/def2-TZVPD

Last column: natural (NBO) charge in e.
Atoms and positions in Å:
1 N -0.3028 -0.6472 1.6446  -0.821
2 N 0.6316 -0.2138 -0.7158  -0.516
3 C 0.3071 -1.5633 -1.2923  -0.435
4 C -0.2591 0.2369 0.2236  0.068
5 C -0.3078 1.7737 0.4842  -0.667
6 H -1.2131 2.2917 0.0858  0.249
7 H -0.2790 2.1194 1.4892  0.256
8 H 0.4767 2.3399 -0.0127  0.224
9 H 1.1603 -2.1767 -1.4557  0.245
10 H -0.4460 -2.1032 -0.6503  0.270
11 H -0.2362 -1.4043 -2.2215  0.232
12 H 1.6790 -0.2689 -0.4168  0.457
13 H -1.0836 -0.2911 2.2085  0.385
14 H 0.5082 -0.4951 2.2030  0.364
15 H -1.3003 0.0607 -0.0255  0.236
16 H 0.6649 0.3413 -1.5483  0.452

Results
Multiplicity: 1
SMILES: C[NH2+][C@H](C)N
Calculated total energy, eV: -6261.3739
LUMO level, Eh: -0.13267
Kohn-Sham gap, eV: 10.646
Total charge: +1
HOMO energy, eV: -14.257

Entry 7:
C3H11N2 | wB97M-V/def2-TZVPD

Last column: natural (NBO) charge in e.
Atoms and positions in Å:
1 N 1.4609 -0.1825 -0.9322  -0.664
2 N -0.9759 -0.2912 -0.2445  -0.702
3 C -1.8963 0.8902 -0.0546  -0.394
4 C 1.3119 -0.0762 0.6247  -0.207
5 C -0.0836 -0.7148 0.8574  -0.269
6 H -2.5242 0.7654 0.7731  0.202
7 H 1.2468 -1.0148 -1.3251  0.423
8 H 1.0341 0.5886 -1.5356  0.460
9 H -1.1829 1.7748 0.1787  0.174
10 H -2.2518 1.0629 -1.0309  0.223
11 H 2.0820 -0.7440 1.0832  0.244
12 H 2.4343 0.0143 -1.1286  0.424
13 H -1.4492 -1.0190 -0.8104  0.390
14 H -0.0840 -1.8096 1.0703  0.236
15 H 1.4249 0.9920 0.7786  0.234
16 H -0.5470 -0.2362 1.6961  0.226

Results
Multiplicity: 1
SMILES: CNCC[NH3+]
Calculated total energy, eV: -6261.7514
LUMO level, Eh: -0.13272
Kohn-Sham gap, eV: 9.504
Total charge: +1
HOMO energy, eV: -13.115

Entry 8:
C3H11N2 | wB97M-V/def2-TZVPD

Last column: Löwdin spin population.
Atoms and positions in Å:
1 N 0.9750 0.7687 1.2713  0.694
2 N -0.1145 -0.3059 -0.9077  0.009
3 C -1.5792 0.0462 -0.7113  0.004
4 C 0.1879 -1.5476 -1.6790  0.001
5 C 0.6698 1.1417 2.4731  0.156
6 H 0.3967 -2.3548 -0.9332  0.000
7 H -2.1506 -0.8698 -0.8868  0.000
8 H 0.2418 2.1312 2.6913  0.044
9 H -1.8866 0.7338 -1.4925  0.001
10 H -1.7477 0.3962 0.3041  0.002
11 H 1.1882 1.6062 0.6889  0.045
12 H 0.2754 0.4789 -1.4329  0.000
13 H 0.5708 -0.3364 -0.0648  0.003
14 H 1.0798 0.3676 3.1581  0.040
15 H 0.9493 -1.3550 -2.4038  0.000
16 H -0.5902 -1.8117 -2.4229  0.000

Results
Multiplicity: 2
Calculated total energy, eV: -6246.6856
LUMO level (spin up / spin down), Eh: -0.40928 / -0.53930
Kohn-Sham gap (spin up / spin down), eV: 10.183 / 6.638
Total charge: +2
HOMO energy (spin up / spin down), eV: -21.320 / -21.313

Entry 9:
C3H11N2O | wB97M-V/def2-TZVPD

Last column: Löwdin spin population.
Atoms and positions in Å:
1 O -0.9158 -1.5886 2.0429  0.003
2 N -0.9063 -0.1843 -1.6667  0.343
3 N 0.3812 -0.2444 0.6124  0.003
4 C -0.4348 -0.3117 1.8692  0.001
5 C -0.1904 0.1169 -2.7917  0.527
6 C 1.2226 0.9627 0.5234  0.004
7 H 1.7465 0.9313 -0.4272  0.004
8 H -1.8888 0.0458 -1.7399  0.009
9 H 0.9560 -1.0856 0.6897  0.001
10 H 0.5737 1.8350 0.5534  0.001
11 H -1.5326 -1.7980 1.3294  0.002
12 H 0.2605 -0.0241 2.6593  0.000
13 H -0.1970 -0.3748 -0.3285  0.003
14 H 0.8649 -0.1342 -2.7705  0.049
15 H 1.9110 0.9956 1.3664  0.000
16 H -1.1734 0.4921 1.8046  0.001
17 H -0.6771 0.3663 -3.7261  0.049

Results
Multiplicity: 2
Calculated total energy, eV: -8313.4019
LUMO level (spin up / spin down), Eh: 0.01837 / 0.01740
Kohn-Sham gap (spin up / spin down), eV: 4.404 / 8.911
Total charge: 0
HOMO energy (spin up / spin down), eV: -3.904 / -8.437

Entry 10:
C3H11N2O | wB97M-V/def2-TZVPD

Last column: Löwdin spin population.
Atoms and positions in Å:
1 O -0.1419 1.8097 1.8225  0.055
2 N 0.8702 -1.9509 -0.8754  0.019
3 N 0.5236 1.0583 -0.9323  0.218
4 C -0.7697 0.7026 1.2439  0.059
5 C -0.3125 -1.1813 -0.4411  0.045
6 C 0.1680 0.1234 0.1918  0.076
7 H 0.9806 1.9276 -0.5105  0.133
8 H 1.1036 -0.0081 0.7351  0.016
9 H 1.2260 0.6395 -1.5753  0.123
10 H -0.7752 2.4775 2.1125  0.009
11 H -0.9601 -1.0406 -1.2941  0.030
12 H -1.0136 -0.1103 1.9335  0.004
13 H -1.7005 1.0013 0.7464  0.025
14 H -0.3144 1.3915 -1.4607  0.179
15 H -0.8842 -1.8248 0.2396  0.002
16 H 1.2145 -2.5981 -0.1696  0.001
17 H 0.7855 -2.4169 -1.7663  0.007

Results
Multiplicity: 2
Calculated total energy, eV: -8313.5248
LUMO level (spin up / spin down), Eh: 0.03328 / 0.02344
Kohn-Sham gap (spin up / spin down), eV: 4.151 / 10.491
Total charge: 0
HOMO energy (spin up / spin down), eV: -3.245 / -9.854

Entry 11:
C3H11N2O | wB97M-V/def2-TZVPD

Last column: Löwdin spin population.
Atoms and positions in Å:
1 O 0.6434 1.0669 -2.9627  0.001
2 N 1.9006 0.0044 -0.2688  0.199
3 N 0.3577 -0.3799 1.5410  0.167
4 C -2.0373 -0.5162 0.8599  0.011
5 C 1.4030 -0.8133 0.7331  0.525
6 C -0.8084 0.3691 0.9998  0.026
7 H 1.7300 -1.8359 0.7816  0.046
8 H -1.7877 -1.5015 0.4827  0.002
9 H -0.4846 0.6570 0.0064  -0.001
10 H -0.1845 1.0624 -3.4472  0.000
11 H -0.9644 1.1897 1.6885  0.000
12 H 1.2234 1.7273 -3.3638  0.000
13 H 1.7599 0.9947 -0.3269  0.011
14 H -2.7397 -0.0693 0.1493  0.003
15 H 0.2334 -0.8880 2.3967  0.004
16 H 2.3461 -0.4092 -1.0657  0.005
17 H -2.5908 -0.6583 1.7960  0.000

Results
Multiplicity: 2
Calculated total energy, eV: -8314.9749
LUMO level (spin up / spin down), Eh: 0.02500 / 0.02470
Kohn-Sham gap (spin up / spin down), eV: 5.235 / 9.002
Total charge: 0
HOMO energy (spin up / spin down), eV: -4.555 / -8.330

Entry 12:
C3H11N2O | wB97M-V/def2-TZVPD

Last column: natural (NBO) charge in e.
Atoms and positions in Å:
1 O -2.7741 -1.1844 -0.0758  -0.960
2 N 2.5628 -0.7532 0.1161  -0.783
3 N -0.8367 0.4987 0.8349  -0.707
4 C 0.4759 1.3011 -1.1891  -0.681
5 C 0.4063 0.3921 -0.0250  0.004
6 C 1.2002 -0.6015 0.3653  0.039
7 H 1.0097 -1.2970 1.1619  0.203
8 H 3.0459 -1.2111 0.8656  0.404
9 H -0.7709 0.2053 1.8104  0.431
10 H -0.4027 1.3040 -1.8571  0.249
11 H -1.0611 1.4972 0.8997  0.432
12 H -2.4207 -2.0303 -0.4015  0.501
13 H 1.2744 1.0244 -1.8837  0.259
14 H -1.6805 -0.0722 0.5084  0.472
15 H 3.0026 0.0226 -0.3470  0.394
16 H -3.6953 -1.4400 0.0821  0.510
17 H 0.6641 2.3443 -0.8653  0.233

Results
Multiplicity: 1
Calculated total energy, eV: -8310.1862
LUMO level, Eh: -0.11458
Kohn-Sham gap, eV: 9.326
Total charge: +1
HOMO energy, eV: -12.444

Max |F| in eV/Å, matching the order above: 2.639; 2.949; 2.234; 3.019; 1.349; 8.730; 5.752; 4.795; 2.381; 1.791; 2.033; 2.977